No. 1
DFT (ωB97M-V with the def2-TZVPD basis set) results for one molecule with the formula C3H7NO2.

The largest force on an atom comes out at 0.85 eV Å⁻¹. Its SMILES is C/C(O)=C(/N)O. The HOMO energy comes out at -7.18 eV. Its charge is 0. As for the electronic energy: -323.696681 Eh. For the energy above the lowest of the compared OMol25 structures with the same formula, charge and spin, the calculation gives 2.2935 eV. The LUMO energy is 0.80 eV. The gap between HOMO and LUMO comes out at 8.0 eV.

Atoms and positions in Å:
C -1.607 0.095 -0.339
C -0.263 -0.357 0.171
O -0.021 -1.727 0.132
C 0.815 0.456 0.061
N 1.982 0.160 -0.583
O 0.689 1.700 0.595
H -1.699 1.185 -0.425
H -2.470 -0.291 0.211
H -1.678 -0.283 -1.378
H -0.595 -2.096 -0.548
H 2.009 -0.794 -0.914
H 2.865 0.548 -0.285
H -0.021 1.489 1.229

=====

No. 2
DFT (ωB97M-V with the def2-TZVPD basis set) results for an isolated ion of composition C3H7NO2 and charge +1.

The largest force on an atom comes out at 0.82 eV Å⁻¹. Its expectation value of S² is 0.77. The spin multiplicity is 2. The HOMO energy (alpha / beta) comes out at -16.82 / -16.48 eV. Its charge is +1. As for the electronic energy: -323.394218 Eh. For the energy above the lowest of the compared OMol25 structures with the same formula, charge and spin, the calculation gives 1.0076 eV. The LUMO energy (alpha / beta) is -3.85 / -9.34 eV. The gap between HOMO and LUMO (alpha / beta) comes out at 13.0 / 7.1 eV.

Atoms and positions in Å:
O -1.843 0.253 -1.039
C -0.666 0.249 -0.778
N -0.363 0.284 0.605
C 0.943 0.260 1.234
O 1.028 -1.058 1.712
C 0.454 0.184 -1.780
H -1.194 0.400 1.201
H 0.990 0.913 2.093
H 1.711 0.507 0.520
H 1.222 -1.721 1.035
H 0.882 -0.812 -1.740
H 1.204 0.953 -1.621
H 0.017 0.426 -2.742

=====

No. 3
DFT (ωB97M-V with the def2-TZVPD basis set) results for an isolated ion of composition C3H7NO2 and charge +1.

The largest force on an atom comes out at 3.10 eV Å⁻¹. Its expectation value of S² is 0.76. The spin multiplicity is 2. The HOMO energy (alpha / beta) comes out at -17.25 / -16.93 eV. Its charge is +1. As for the electronic energy: -323.402361 Eh. For the energy above the lowest of the compared OMol25 structures with the same formula, charge and spin, the calculation gives 0.7859 eV. The LUMO energy (alpha / beta) is -3.63 / -9.60 eV. The gap between HOMO and LUMO (alpha / beta) comes out at 13.6 / 7.3 eV.

Atoms and positions in Å:
C 1.346 -0.541 -0.299
N -0.036 -0.477 0.147
C -0.955 0.535 -0.224
O -2.205 0.137 -0.004
O -0.585 1.639 -0.478
C 2.317 -1.021 0.809
H 1.622 0.404 -0.770
H 1.393 -1.323 -1.073
H -0.403 -1.425 0.037
H -2.750 0.780 -0.478
H 3.106 -1.643 0.368
H 2.800 -0.233 1.377
H 1.785 -1.803 1.346

=====

No. 4
DFT (ωB97M-V with the def2-TZVPD basis set) results for C3H7NO2P as an isolated structure.

The largest force on an atom comes out at 4.11 eV Å⁻¹. The HOMO energy comes out at -4.12 eV. Its charge is -1. As for the electronic energy: -665.140296 Eh. For the energy above the lowest of the compared OMol25 structures with the same formula, charge and spin, the calculation gives 2.2193 eV. The LUMO energy is 4.26 eV. The gap between HOMO and LUMO comes out at 8.4 eV.

Atoms and positions in Å:
C -0.170 -2.272 -0.429
C 0.717 -1.437 -0.957
C -1.160 1.619 0.686
N -0.443 1.270 -0.496
O 1.095 -0.265 1.552
O 2.518 0.510 -0.431
P 1.272 -0.020 0.106
H -0.703 -2.919 -1.153
H -0.642 -1.829 0.430
H 1.271 -1.734 -1.791
H -0.460 1.766 1.638
H -1.685 2.534 0.522
H -1.870 0.849 1.109
H 0.259 1.928 -0.786

=====

No. 5
DFT (ωB97M-V with the def2-TZVPD basis set) results for an isolated ion of composition C3H7NO2P and charge -1.

The largest force on an atom comes out at 2.57 eV Å⁻¹. Its SMILES is [H]/N=C\[C@H](C)[P@@H](=O)[O-]. The HOMO energy comes out at -4.90 eV. Its charge is -1. As for the electronic energy: -665.163999 Eh. For the energy above the lowest of the compared OMol25 structures with the same formula, charge and spin, the calculation gives 1.5743 eV. The LUMO energy is 4.24 eV. The gap between HOMO and LUMO comes out at 9.1 eV.

Atoms and positions in Å:
H 2.130 -0.495 -1.310
N 2.277 -1.029 -0.387
C 1.125 -1.021 0.185
C -0.147 -0.174 -0.326
C -0.180 1.117 0.574
P -2.157 -0.687 -0.179
O -2.630 -0.805 1.264
O -2.856 0.278 -1.082
H 1.206 -1.311 1.217
H -0.053 0.147 -1.445
H -0.957 1.600 0.033
H -0.619 0.909 1.542
H 0.684 1.765 0.624
H -2.255 -2.037 -0.759

=====

No. 6
DFT (ωB97M-V with the def2-TZVPD basis set) results for one molecule with the formula C3H7NO2S.

The largest force on an atom comes out at 4.53 eV Å⁻¹. The HOMO energy comes out at -9.90 eV. Its charge is 0. As for the electronic energy: -721.854457 Eh. For the energy above the lowest of the compared OMol25 structures with the same formula, charge and spin, the calculation gives 2.9440 eV. The LUMO energy is -0.46 eV. The gap between HOMO and LUMO comes out at 9.4 eV.

Atoms and positions in Å:
C -0.815 -0.868 -0.346
C -0.182 1.300 0.548
C -0.726 -0.068 0.924
N -0.056 -0.546 -1.317
O 2.325 0.578 -1.025
O 1.607 -1.241 0.514
S 1.935 -0.831 -0.831
H -1.738 -1.557 -0.534
H -0.365 2.052 1.430
H -0.706 1.812 -0.372
H 0.790 1.211 0.185
H -1.682 -0.210 1.392
H -0.151 -0.610 1.615
H -0.236 -1.022 -2.184